# 1
The following is a DFT calculation (ωB97M-V/def2-TZVPD) of the ion C24H49N6O3S3 with charge +1.

Geometry (Å):
C -4.65299 4.82993 -0.23413
C -3.66940 5.63940 0.61369
C -2.18895 5.26540 0.42478
C -1.98037 3.76353 0.25602
N -0.54002 3.42744 0.18334
C 0.06965 3.46069 1.54175
C 1.54064 3.03764 1.66060
C 1.74500 1.66174 2.32734
C 2.17325 0.61972 1.29641
C 2.51358 -0.77854 1.81172
O 1.77573 -1.16278 2.97142
C 0.40042 -1.27918 2.71123
S -0.43647 -1.90227 4.17363
N 0.09744 -2.11125 1.53504
C 1.00096 -2.04755 0.49837
N 0.57609 -2.29399 -0.69498
C 1.36698 -2.21536 -1.92303
C 0.52387 -2.69788 -3.11582
O -0.35893 -3.68075 -2.59204
C -0.20015 -1.57275 -3.89111
N -1.58152 -1.38343 -3.48496
N 2.33414 -1.74115 0.71959
C 3.19373 -2.95304 0.79011
C 2.67958 -4.14943 1.59601
C 1.82200 -5.14576 0.79092
C 0.52194 -5.62804 1.45026
N -0.67213 -4.97245 0.85706
C -1.84204 -5.22758 1.68657
C -2.59500 -4.02168 2.15811
O -2.16158 -6.33187 1.97138
C -0.32802 2.17230 -0.42637
S -1.18202 0.81286 -0.06532
S 0.95551 2.06251 -1.58350
C 1.30582 3.76037 -2.11030
C 0.92294 3.97827 -3.58179
C -0.45955 4.62952 -3.74879
H -4.30439 4.71608 -1.26442
H -5.62250 5.32791 -0.27210
H -4.82321 3.83217 0.17627
H -3.78863 6.69408 0.35784
H -3.92772 5.52780 1.66975
H -1.77610 5.78987 -0.44121
H -1.64595 5.59002 1.31371
H -2.46323 3.21206 1.07430
H -2.43505 3.42934 -0.67726
H -0.56839 2.84018 2.18769
H -0.01616 4.48591 1.89519
H 2.02394 3.03775 0.68108
H 2.04953 3.80920 2.23964
H 0.80249 1.39413 2.80651
H 2.49483 1.71062 3.11994
H 3.07678 1.00325 0.81276
H 1.42916 0.52025 0.50038
H 3.56130 -0.84905 2.09496
H -0.04063 -0.29836 2.51603
H 0.57596 -2.71514 4.50582
H -0.15158 -3.07230 1.75967
H -0.39208 -2.59748 -0.78305
H 1.65923 -1.17106 -2.05924
H 2.27062 -2.81143 -1.81703
H 1.22090 -3.15949 -3.82199
H -0.58515 -4.32345 -3.27494
H 0.41023 -0.66113 -3.81303
H -0.20924 -1.86324 -4.94372
H -1.64863 -0.87487 -2.61040
H -2.09427 -0.85951 -4.18153
H 3.39978 -3.27718 -0.23381
H 4.14996 -2.62331 1.19351
H 2.15591 -3.83469 2.50354
H 3.58138 -4.65252 1.95465
H 1.54534 -4.67196 -0.15812
H 2.42042 -6.01791 0.52586
H 0.46145 -6.71480 1.35186
H 0.50343 -5.43064 2.52699
H -0.88113 -5.44673 -0.02040
H -3.63094 -4.30620 2.33559
H -2.53763 -3.19101 1.45716
H -2.17510 -3.68940 3.11342
H 0.73549 4.40709 -1.44392
H 2.35994 3.96975 -1.92332
H 0.92721 3.02119 -4.10805
H 1.69666 4.59134 -4.04672
H -1.06315 4.50391 -2.84460
H -0.37832 5.69861 -3.94446
H -1.02288 4.17579 -4.56404

Summary:
E_HOMO = -11.276 eV
structure (SMILES) = CCCCN(CCCC[C@H]1O[C@H](S)NC(NC[C@@H](O)CN)=[N+]1CCCCNC(C)=O)C(=S)SCCC
E_LUMO = -2.774 eV
frontier orbital gap = 0.3124 hartree
charge = +1

***

# 2
The following is a DFT calculation (ωB97M-V/def2-TZVPD) of a structure of composition C54H51CoF15GeN2O5PS2.

Geometry (Å):
Co -0.12921 -0.42167 -0.93198
O 3.45391 0.90524 1.17920
C 4.01769 -0.31098 1.29603
C 5.21729 -0.40836 2.00369
C 5.83415 -1.63250 2.16797
C 5.26964 -2.78464 1.62673
C 4.08407 -2.68949 0.92375
C 3.43698 -1.46596 0.74871
C 2.14327 -1.39391 0.02536
O 1.59353 -0.22850 -0.10586
N 1.60015 -2.50871 -0.38632
N 0.36105 -2.23055 -0.94450
C -0.29256 -3.19870 -1.48142
C -1.62845 -3.06262 -2.01672
C -2.22691 -4.18920 -2.59510
C -3.50830 -4.16085 -3.09904
C -4.22457 -2.96131 -3.03424
C -3.66937 -1.83545 -2.47242
C -2.35891 -1.83905 -1.93474
O -1.90606 -0.76574 -1.36656
H 2.64422 0.77484 0.62337
H 5.64453 0.49910 2.40903
H 6.76629 -1.69159 2.71623
H 5.75833 -3.74209 1.74625
H 3.62413 -3.56272 0.48436
H 0.19032 -4.17461 -1.51286
H -1.65095 -5.10709 -2.64376
H -3.95053 -5.04615 -3.53481
H -5.22961 -2.91472 -3.43663
H -4.21411 -0.90051 -2.43543
O -0.56177 1.56056 -0.92533
S -1.74084 2.04530 -0.12784
C -2.28537 3.58510 -0.94495
C -1.95507 4.77146 -0.03798
C -1.88615 4.22958 1.39171
C -1.07346 2.94875 1.29771
H -3.35654 3.48251 -1.11547
H -1.77596 3.59558 -1.90853
H -2.69838 5.56288 -0.13589
H -0.98821 5.19114 -0.31308
H -2.89259 4.00703 1.75679
H -1.43121 4.94201 2.08012
H -1.13574 2.30779 2.17265
H -0.02420 3.13223 1.05893
O -0.88049 -1.10130 1.50126
P -1.27515 -1.45977 2.89847
C -3.11095 -1.62732 3.07381
C -3.65513 -2.13164 1.70888
C -5.10257 -1.70051 1.49006
C -5.20968 -0.17036 1.39618
C -4.13049 0.50698 2.24998
C -3.84122 -0.33291 3.48635
C -0.69291 -0.17563 4.05635
C -0.81563 -0.49250 5.54482
C -0.59318 0.78612 6.37349
C 0.34670 1.77678 5.66790
C 1.39868 1.04099 4.84333
C 0.74987 0.23964 3.70300
C -0.59275 -3.06394 3.50233
C -1.39020 -4.28527 3.00322
C -0.92408 -4.67198 1.60272
C 0.50442 -5.23763 1.66944
C 1.28337 -4.65241 2.85583
C 0.89222 -3.19615 3.09077
H -3.28325 -2.37222 3.85748
H -3.57501 -3.21600 1.63793
H -3.03854 -1.72194 0.90450
H -5.72406 -2.07126 2.31136
H -5.48141 -2.15962 0.57574
H -6.20145 0.14763 1.72894
H -5.09932 0.14477 0.35676
H -4.43430 1.52179 2.51837
H -3.21195 0.58019 1.66861
H -4.78327 -0.59805 3.97597
H -3.26960 0.22993 4.22445
H -1.34194 0.67867 3.83726
H -0.06348 -1.24063 5.80588
H -1.79095 -0.92666 5.78237
H -0.17420 0.51455 7.34513
H -1.55389 1.26844 6.57068
H 0.82205 2.42192 6.40911
H -0.22619 2.43462 5.00734
H 1.96234 0.37400 5.50211
H 2.11872 1.74105 4.41962
H 1.35871 -0.63418 3.48406
H 0.73616 0.82263 2.78312
H -0.67045 -3.02208 4.59403
H -2.46171 -4.09546 3.02799
H -1.21745 -5.12174 3.68727
H -0.94792 -3.78258 0.96864
H -1.60238 -5.40090 1.15441
H 1.03166 -5.00200 0.74464
H 0.46827 -6.32716 1.75996
H 2.35505 -4.70467 2.66099
H 1.09629 -5.23810 3.76190
H 1.06474 -2.65412 2.16219
H 1.53879 -2.75706 3.85243
F 1.17982 4.75350 -4.92163
C 1.42294 4.62454 -3.60469
C 1.62318 3.37811 -3.02877
C 1.93913 3.37328 -1.67779
F 2.24665 2.22177 -1.06692
C 1.99935 4.52823 -0.91556
F 2.30140 4.48088 0.39734
C 1.74208 5.75253 -1.51704
F 1.77361 6.88657 -0.78841
C 1.46349 5.80122 -2.87351
F 1.24311 6.98829 -3.46361
Ge 1.50760 1.63716 -4.01078
S 0.64047 -0.18536 -3.36504
C 0.44538 2.02999 -5.65587
C 0.69110 1.41287 -6.86755
F 1.79011 0.65879 -7.03532
C -0.16869 1.51619 -7.94860
F 0.10978 0.91237 -9.11364
C -1.33560 2.25025 -7.82216
F -2.17856 2.36447 -8.86018
C -1.62925 2.86148 -6.61522
F -2.76314 3.56772 -6.48337
C -0.74335 2.72744 -5.56188
F -1.09284 3.31410 -4.39758
C 3.43607 1.47136 -4.50247
C 3.99968 2.07591 -5.61127
F 3.26765 2.90462 -6.37795
C 5.32179 1.89262 -5.97639
F 5.82880 2.48252 -7.07074
C 6.13445 1.09481 -5.18840
F 7.42176 0.90713 -5.52396
C 5.62006 0.50706 -4.04446
F 6.41881 -0.23829 -3.26800
C 4.28725 0.70638 -3.71745
F 3.85051 0.14110 -2.58772

Summary:
E_HOMO (alpha / beta) = -4.462 / -4.704 eV
E_LUMO (alpha / beta) = 1.864 / 1.863 eV
frontier orbital gap (alpha / beta) = 0.2324 / 0.2414 hartree
multiplicity = 2
charge = -1
⟨S²⟩ = 0.756
energy relative to the best compared isomer or geometry (same formula, charge and spin) = 51.29 kJ/mol